--- one ---
A single CH6N2O2S molecule, computed with the ωB97M-V functional and the def2-TZVPD basis.

Summary:
- HOMO-LUMO gap (eV) = 10.23
- E_HOMO (Eh) = -0.345

Each line ends with the natural charge from an NBO analysis.
Geometry (Å):
1 C -0.92224 -0.11786 -0.78630  0.073
2 N -0.12088 -0.93063 -1.62711  -0.876
3 N 0.50132 0.94798 1.97178  -1.077
4 O 1.18995 -1.04583 0.61374  -0.954
5 O -0.06515 0.99727 -0.33526  -0.758
6 S 1.27424 0.41631 0.52508  1.654
7 H 0.65421 -1.53900 -1.35400  0.410
8 H -1.69405 0.36582 -1.30632  0.195
9 H -1.20596 -0.59294 0.20080  0.194
10 H 0.26068 -0.36848 -2.42701  0.361
11 H 0.32351 0.34645 2.77168  0.399
12 H -0.19563 1.52091 1.75294  0.379



--- two ---
2 unconnected molecules or ions with the total composition CH6N2O2S, computed with the ωB97M-V functional and the def2-TZVPD basis.

Summary:
- HOMO-LUMO gap (eV) = 9.25
- E_HOMO (Eh) = -0.314

Each line ends with the natural charge from an NBO analysis.
Geometry (Å):
1 C -0.05116 0.20879 -0.19600  0.082
2 N 0.49403 0.94864 -1.21115  -0.826
3 N -1.40118 0.14689 -0.40763  -0.856
4 O -0.47470 -2.11909 0.87383  -0.959
5 O 1.82141 -1.27389 1.14614  -0.847
6 S 0.55874 -1.54276 0.08577  1.502
7 H 0.30509 1.06799 1.18402  -0.109
8 H 1.41758 1.31772 -0.99920  0.379
9 H -0.04803 1.71035 -1.35747  0.359
10 H 1.32635 -0.82918 1.77570  0.475
11 H -1.89315 0.84464 -0.93119  0.382
12 H -2.05500 -0.48010 0.03718  0.418



The least stable of them is two.



--- one ---
A single C18H28N2O5S molecule, computed with the ωB97M-V functional and the def2-TZVPD basis.

Summary:
- HOMO-LUMO gap (eV) = 9.63
- E_HOMO (Eh) = -0.333

Each line ends with the natural charge from an NBO analysis.
Geometry (Å):
1 C 3.71417 2.79915 -0.83667  -0.261
2 O 2.50015 2.47626 -1.49992  -0.524
3 C 1.34519 2.62245 -0.79330  0.395
4 C 0.35484 3.44464 -1.33676  -0.257
5 C -0.86798 3.60466 -0.71705  -0.162
6 C -1.13817 2.97851 0.49623  -0.026
7 C -2.49215 3.06793 1.13485  -0.511
8 C -3.27282 1.85698 0.60105  0.692
9 O -4.04894 1.93821 -0.32348  -0.621
10 N -2.98392 0.70877 1.24846  -0.612
11 C -3.29512 -0.59028 0.69140  -0.232
12 C -2.08223 -1.13530 -0.06961  -0.408
13 C -2.23699 -2.57051 -0.58951  -0.209
14 C -2.25905 -3.58685 0.55004  -0.609
15 C -3.47115 -2.72601 -1.47541  -0.609
16 C -0.15720 2.15481 1.03060  -0.180
17 C 1.05219 1.95220 0.39225  -0.416
18 S 2.08050 0.68543 1.14392  2.322
19 O 1.17919 -0.17952 1.86295  -0.957
20 O 3.15985 1.26923 1.88967  -0.942
21 N 2.73923 -0.07118 -0.19126  -0.680
22 C 1.81047 -0.91485 -0.91637  -0.261
23 C 1.74817 -2.31777 -0.30299  -0.095
24 O 3.03544 -2.88835 -0.20954  -0.523
25 C 3.88621 -2.09313 0.58706  -0.088
26 C 4.03788 -0.69171 -0.00877  -0.259
27 H 3.82969 3.88772 -0.79024  0.177
28 H 3.76385 2.38848 0.17067  0.204
29 H 4.50885 2.37723 -1.44826  0.194
30 H 0.56924 3.94127 -2.27025  0.230
31 H -1.62403 4.22355 -1.17576  0.224
32 H -2.42413 3.02651 2.22110  0.224
33 H -3.00951 3.97538 0.82761  0.242
34 H -2.24401 0.71617 1.93366  0.389
35 H -4.14346 -0.45082 0.02039  0.233
36 H -3.57782 -1.25863 1.50715  0.195
37 H -1.89273 -0.46804 -0.91526  0.207
38 H -1.20905 -1.09143 0.58909  0.206
39 H -1.35111 -2.77548 -1.20289  0.193
40 H -3.15816 -3.47911 1.15136  0.199
41 H -1.39189 -3.45881 1.19353  0.208
42 H -2.24223 -4.59803 0.15024  0.211
43 H -3.48944 -1.95826 -2.24495  0.211
44 H -3.46329 -3.69907 -1.96124  0.210
45 H -4.38190 -2.64908 -0.88753  0.202
46 H -0.30791 1.62333 1.95773  0.231
47 H 0.82977 -0.43919 -0.88473  0.224
48 H 2.15317 -0.96949 -1.95440  0.213
49 H 1.16293 -2.99122 -0.93087  0.196
50 H 1.29440 -2.24950 0.69543  0.189
51 H 4.84614 -2.61096 0.61902  0.199
52 H 3.47687 -2.00661 1.60507  0.174
53 H 4.61719 -0.05200 0.65594  0.240
54 H 4.52078 -0.74767 -0.98947  0.206



--- two ---
A molecular structure, C18H28N2O5S, computed with the ωB97M-V functional and the def2-TZVPD basis.

Summary:
- HOMO-LUMO gap (eV) = 8.11
- E_HOMO (Eh) = -0.319

Each line ends with the natural charge from an NBO analysis.
Geometry (Å):
1 C 0.90333 5.20731 1.63957  -0.624
2 C 2.11778 4.16393 1.38224  -0.047
3 O 2.27155 3.78274 0.04378  -0.561
4 C 1.11573 2.83519 -0.40828  -0.091
5 C 1.50678 2.04445 -1.85200  -0.416
6 H 0.58181 1.58618 -2.06749  0.221
7 H 1.67109 2.88778 -2.22649  0.210
8 C 2.65870 1.30638 -1.65539  -0.251
9 N 2.31997 0.11784 -0.87481  -0.623
10 C 2.43608 -1.18607 -1.33952  0.594
11 O 2.57469 -1.13924 -2.48887  -0.590
12 C 2.09481 -2.17072 -0.46707  -0.137
13 C 3.03505 -3.56256 -0.64641  -0.010
14 C 2.94666 -4.37927 0.35267  -0.339
15 C 1.99492 -4.46063 1.21995  -0.095
16 C 1.09481 -3.38987 1.64211  -0.283
17 C 1.28044 -2.42325 0.71581  0.343
18 O 0.40933 -1.20853 0.85070  -0.559
19 C -0.72452 -1.15801 1.32996  0.176
20 C -1.76921 -2.22122 0.79511  -0.492
21 H -2.72204 -2.35462 1.14028  0.232
22 C -2.16713 -1.69825 -0.58726  -0.251
23 N -2.60394 -0.34055 -0.71046  -0.655
24 S -4.29400 -0.30591 -0.21566  2.287
25 O -4.49710 1.10816 -0.07382  -0.908
26 O -4.59323 -1.48706 0.33151  -0.908
27 C -4.93995 -0.60580 -2.04833  -0.773
28 H -4.52935 0.58757 -2.62942  0.219
29 H -6.10637 -0.39844 -1.83595  0.225
30 H -4.62605 -1.39370 -2.43635  0.159
31 C -1.73635 0.62610 -0.16370  -0.239
32 C -1.48971 0.10378 1.21040  -0.433
33 H -2.36451 0.15999 1.91516  0.225
34 H -0.80645 0.73013 1.76706  0.206
35 H -2.29666 1.40736 -0.15028  0.223
36 H -0.77283 0.77375 -0.64209  0.207
37 H -2.75331 -2.45280 -1.37287  0.215
38 H -1.13875 -1.77141 -1.08354  0.202
39 H -1.28549 -3.20672 0.64859  0.204
40 H -0.81699 -1.43109 2.54189  0.103
41 H 0.53237 -3.44519 2.48592  0.248
42 H 1.78913 -5.20734 2.26659  0.220
43 H 3.47022 -5.36489 0.20434  0.229
44 H 3.66617 -3.51194 -1.32634  0.187
45 H 2.02195 0.25198 0.11912  0.383
46 H 3.17891 0.88258 -2.52550  0.251
47 H 3.56817 1.72406 -0.99180  0.217
48 H 0.97170 1.95139 0.41306  0.172
49 H 0.17196 3.54771 -0.64398  0.198
50 H 1.66384 3.39767 2.12653  0.158
51 H 2.95608 4.67726 1.57336  0.183
52 H 0.99632 6.04384 0.76996  0.188
53 H 0.05948 4.81664 1.32818  0.191
54 H 0.97415 5.55331 2.64983  0.211



The least stable of them is two.



--- one ---
A gas-phase ion, C5H8NO (charge +1), computed with the ωB97M-V functional and the def2-TZVPD basis.

Summary:
- charge = +1
- HOMO-LUMO gap (eV) = 9.34
- E_HOMO (Eh) = -0.562

Each line ends with the natural charge from an NBO analysis.
Geometry (Å):
1 C 0.51347 0.39222 1.92510  -0.606
2 C 1.33733 0.07937 0.63790  -0.092
3 C 1.28356 0.93196 -0.49497  -0.236
4 N 0.71267 -0.47458 -0.50630  -0.283
5 C -0.90953 -0.56353 -0.92272  0.679
6 C -2.09193 -1.18861 -1.48537  -0.134
7 O -1.35631 0.05135 -1.94308  -0.320
8 H 0.61770 -0.30567 2.74211  0.248
9 H -0.48169 0.46310 1.66636  0.203
10 H 0.79354 1.46741 2.19992  0.245
11 H 2.11662 -0.70232 0.95156  0.276
12 H 0.46360 1.74543 -0.47596  0.232
13 H 2.12538 1.13500 -1.12362  0.252
14 H -2.04477 -2.04856 -2.20620  0.273
15 H -3.07962 -0.98257 -0.96474  0.263



--- two ---
A gas-phase ion, C5H8NO (charge +1), computed with the ωB97M-V functional and the def2-TZVPD basis.

Summary:
- charge = +1
- HOMO-LUMO gap (spin up / spin down) (eV) = 8.18 / 8.18
- E_HOMO (spin up / spin down) (Eh) = -0.528 / -0.528

Each line ends with the natural charge from an NBO analysis.
Geometry (Å):
1 C 0.40696 -1.73219 0.37740  -0.417
2 N 0.86047 -0.50110 -0.29779  -0.581
3 C -0.16298 0.78876 -0.02570  0.336
4 C 0.57015 1.99129 -0.32542  -0.706
5 C -1.40233 0.43246 0.25586  -0.321
6 C -2.42844 -0.28293 0.38079  0.658
7 O -3.64543 -0.84417 0.10956  -0.389
8 H -0.62451 -1.99847 0.09609  0.250
9 H 1.00945 -2.49912 0.21858  0.231
10 H 0.44674 -1.49754 1.51415  0.234
11 H 0.98198 -0.90106 -1.24961  0.453
12 H 1.69656 0.06103 0.00688  0.447
13 H -0.06125 2.80293 -0.09507  0.287
14 H 1.50076 2.05340 0.32364  0.249
15 H 0.85185 2.12672 -1.28937  0.269



The least stable of them is one.



--- one ---
A molecular structure, C5H8NO, computed with the ωB97M-V functional and the def2-TZVPD basis.

Summary:
- charge = +1
- HOMO-LUMO gap (eV) = 11.14
- E_HOMO (Eh) = -0.564

Each line ends with the natural charge from an NBO analysis.
Geometry (Å):
1 C -1.36601 0.15189 -0.13280  0.335
2 C -2.48533 0.78477 -0.20909  -0.392
3 C 0.93649 0.75817 -0.48551  0.269
4 C -0.01117 -0.38041 -0.25208  0.032
5 C 0.47016 -1.75299 0.15241  -0.642
6 N 0.16565 0.71869 0.72530  -0.479
7 O 2.25968 0.48463 -0.34217  -0.665
8 H -2.73811 1.59340 0.49700  0.299
9 H -3.19909 0.42640 -0.96689  0.300
10 H 0.58301 1.61366 -1.05545  0.210
11 H 1.58461 -1.51990 0.41321  0.269
12 H 0.57140 -2.46154 -0.71139  0.263
13 H -0.10972 -2.27788 0.81451  0.247
14 H 0.57002 0.61799 1.65306  0.442
15 H 2.76841 1.24313 -0.10010  0.513



--- two ---
A gas-phase ion, C5H8NO (charge +1), computed with the ωB97M-V functional and the def2-TZVPD basis.

Summary:
- charge = +1
- HOMO-LUMO gap (spin up / spin down) (eV) = 7.99 / 8.00
- E_HOMO (spin up / spin down) (Eh) = -0.550 / -0.550

Each line ends with the natural charge from an NBO analysis.
Geometry (Å):
1 C -1.39528 1.48739 1.35451  -0.425
2 C -0.89899 0.57581 0.62655  0.281
3 C -0.34472 -0.21696 -0.40439  -0.002
4 C -0.95267 -0.26328 -1.78538  -0.638
5 N 0.87051 -0.92008 -0.28009  0.290
6 C 1.67517 -0.55839 0.91858  -0.474
7 O 1.27187 -1.62820 -1.19233  -0.167
8 H -0.93717 2.46007 1.31992  0.293
9 H -1.84649 1.33894 2.29375  0.289
10 H -1.30931 -1.25620 -2.02502  0.258
11 H -0.10114 -0.26776 -2.41631  0.249
12 H -1.68542 0.48003 -1.93152  0.255
13 H 2.70298 -1.03002 0.90533  0.280
14 H 1.08557 -0.70537 1.80572  0.259
15 H 1.86508 0.50402 0.81067  0.253



--- three ---
A gas-phase ion, C5H8NO (charge +1), computed with the ωB97M-V functional and the def2-TZVPD basis.

Summary:
- charge = +1
- HOMO-LUMO gap (eV) = 10.53
- E_HOMO (Eh) = -0.525

Each line ends with the natural charge from an NBO analysis.
Geometry (Å):
1 C 1.83669 -1.24560 -0.18012  -0.367
2 C 0.63810 -0.71416 -0.27122  0.134
3 N -0.56411 -1.27291 0.27700  -0.527
4 C -1.38346 -0.33723 -0.08212  0.729
5 O -2.60874 -0.05561 0.02404  -0.567
6 C -0.06838 0.56396 -0.73419  -0.257
7 C 0.20597 1.69833 0.25310  -0.625
8 H 1.96366 -2.19288 0.32025  0.230
9 H 2.71513 -0.78394 -0.58499  0.247
10 H -0.69222 -2.11921 0.82279  0.448
11 H -3.20895 -0.64838 0.51650  0.539
12 H 0.29836 1.13267 -1.82314  0.316
13 H 0.08249 1.39776 1.29276  0.216
14 H -0.45104 2.54502 0.05358  0.242
15 H 1.23650 2.03217 0.11576  0.244



The least stable of them is two.



--- one ---
2 unconnected molecules or ions with the total composition C3H8NO, computed with the ωB97M-V functional and the def2-TZVPD basis.

Summary:
- charge = +1
- HOMO-LUMO gap (eV) = 9.06
- E_HOMO (Eh) = -0.559

Each line ends with the natural charge from an NBO analysis.
Geometry (Å):
1 C -0.70697 -0.03115 0.70085  0.059
2 C -1.63005 -1.18027 0.71057  -0.741
3 C 1.42621 1.21835 -0.77236  -0.559
4 N 0.99438 -0.18320 -0.72656  0.233
5 O 1.48024 -1.03373 -1.42470  -0.116
6 H -0.95068 0.96914 0.25444  0.229
7 H 0.16775 -0.07030 1.39655  0.225
8 H -1.79381 -1.55626 1.63695  0.276
9 H -2.66029 -0.94701 0.35663  0.267
10 H -1.11769 -1.98112 0.13861  0.302
11 H 2.44146 1.42236 -0.25690  0.296
12 H 1.57502 1.57964 -1.90151  0.299
13 H 0.77444 1.79355 -0.11257  0.230



--- two ---
2 unconnected molecules or ions with the total composition C3H8NO, computed with the ωB97M-V functional and the def2-TZVPD basis.

Summary:
- charge = +1
- HOMO-LUMO gap (eV) = 10.17
- E_HOMO (Eh) = -0.551

Each line ends with the natural charge from an NBO analysis.
Geometry (Å):
1 C -0.99121 0.01166 -0.86326  -0.095
2 C -1.68539 -1.00176 -1.35149  -0.299
3 C 0.15152 0.88710 1.04308  0.164
4 N -0.64998 0.04234 0.53401  -0.432
5 H -1.04178 0.98406 -1.33537  0.236
6 H -1.77877 -1.95817 -0.84043  0.212
7 H -2.29229 -1.02213 -2.24161  0.250
8 H 0.36637 0.80277 2.10154  0.228
9 H 0.68898 1.73375 0.63941  0.252
10 H -1.11341 -0.65955 1.09013  0.446
11 H 3.25592 0.53175 0.84952  0.502
12 H 2.64459 -0.40249 -0.22744  0.497
13 O 2.44545 0.05068 0.60191  -0.962



--- three ---
2 unconnected molecules or ions with the total composition C3H8NO, computed with the ωB97M-V functional and the def2-TZVPD basis.

Summary:
- charge = +1
- HOMO-LUMO gap (eV) = 8.17
- E_HOMO (Eh) = -0.471

Each line ends with the natural charge from an NBO analysis.
Geometry (Å):
1 C -0.43645 1.32407 -0.07155  -0.059
2 C 1.52275 -0.41680 0.20826  0.162
3 C -1.07695 -1.06856 -0.12640  -0.417
4 N -0.38063 0.15583 -0.61193  -0.386
5 O 2.60394 -0.05827 -0.19820  -0.562
6 H -0.95792 1.28600 0.89794  0.231
7 H -0.08484 2.18215 -0.67065  0.248
8 H 1.26784 -0.35647 1.27297  0.111
9 H -1.85209 -1.31906 -0.81663  0.245
10 H -0.26377 -1.73768 -0.01911  0.252
11 H -1.30638 -0.87974 0.88298  0.217
12 H -0.20152 -0.01432 -1.65199  0.461
13 H 3.25589 0.34240 0.38892  0.498



--- four ---
A gas-phase ion, C3H8NO (charge +1), computed with the ωB97M-V functional and the def2-TZVPD basis.

Summary:
- charge = +1
- HOMO-LUMO gap (spin up / spin down) (eV) = 9.36 / 6.34
- E_HOMO (spin up / spin down) (Eh) = -0.478 / -0.418

Each line ends with the natural charge from an NBO analysis.
Geometry (Å):
1 C -0.52900 -0.62143 -0.41095  -0.589
2 C 0.70025 -0.40729 0.49362  -0.125
3 C -1.53074 0.45549 -0.13343  0.291
4 N 2.05548 0.10813 -0.13732  -0.719
5 O -2.69767 0.00945 0.09679  -0.625
6 H -0.28560 -0.60321 -1.47639  0.263
7 H -0.91895 -1.69803 -0.12793  0.308
8 H 0.68279 0.17188 1.40220  0.183
9 H -1.19076 1.47151 0.35286  0.176
10 H 2.06984 1.24222 -0.26822  0.433
11 H 2.22167 -0.32281 -1.03322  0.434
12 H 2.76532 -0.13104 0.47427  0.433
13 H -3.34264 0.32512 0.76773  0.538



The least stable of them is one.



--- one ---
2 unconnected molecules or ions with the total composition CH6S6Si, computed with the ωB97M-V functional and the def2-TZVPD basis.

Summary:
- HOMO-LUMO gap (eV) = 8.09
- E_HOMO (Eh) = -0.312

Each line ends with the natural charge from an NBO analysis.
Geometry (Å):
1 C -2.27230 -1.27186 0.36073  -0.743
2 Si 2.77585 0.34087 0.45676  1.035
3 S 1.44855 -0.63137 1.57331  -0.656
4 S 4.89976 0.21611 0.51421  -0.372
5 S 0.29074 2.02075 -0.73385  -0.120
6 S -2.97222 0.32785 -0.24849  0.469
7 S 2.26103 1.64523 -1.17201  -0.258
8 S -2.70582 0.37764 -2.18444  -0.533
9 H -1.38538 -1.52159 -0.21210  0.247
10 H -3.03857 -2.02662 0.21323  0.233
11 H -2.03118 -1.16382 1.41186  0.233
12 H -1.90044 1.05242 0.25555  0.110
13 H 4.91153 -0.68051 1.49314  0.181
14 H -0.28155 1.31492 -1.72789  0.174



--- two ---
2 unconnected molecules or ions with the total composition CH6S6Si, computed with the ωB97M-V functional and the def2-TZVPD basis.

Summary:
- HOMO-LUMO gap (eV) = 7.61
- E_HOMO (Eh) = -0.306

Each line ends with the natural charge from an NBO analysis.
Geometry (Å):
1 C 2.29693 0.22297 -1.51206  -0.735
2 Si -2.07038 -0.80506 0.22809  1.099
3 S -1.06643 -0.09877 -1.38280  -0.642
4 S -3.27198 -2.53173 0.03407  -0.374
5 S -1.02691 1.73439 2.07571  -0.220
6 S 1.78193 1.21214 -0.06957  0.361
7 S -2.10164 -0.06822 2.25631  -0.244
8 S 1.82382 -0.10977 1.49031  -0.521
9 H 3.12416 0.74609 -2.00669  0.232
10 H 1.46753 0.11322 -2.11362  0.233
11 H 2.63044 -0.74028 -1.18373  0.254
12 H 0.38240 0.97170 -0.33078  0.200
13 H -4.37679 -1.88856 0.21398  0.160
14 H 0.40693 1.24188 2.30075  0.198



The least stable of them is two.